61
Properties=species:S:1:pos:R:3:forces:R:3 method="wB97M-V/def2-TZVPD" lumo_ev="-0.2 / -0.2" charge=0 homo_energy_ev="-4.866 / -4.868" e_above_lowest_kj_mol=675.1
P -2.237 0.779 0.281 2.5 -0.2 -3.9
P 1.278 -2.151 0.374 -0.1 0.5 -0.2
C -0.339 0.624 0.699 -0.4 0.7 -0.5
C 0.727 -0.356 0.012 1.0 0.2 0.8
H -0.371 0.433 1.783 0.3 -0.1 -0.1
H 0.106 1.614 0.501 -0.4 -0.8 0.4
H 1.013 -0.050 -1.042 -0.5 -0.4 1.0
H 1.624 -0.036 0.553 -0.5 0.6 -0.5
C 2.206 -1.821 1.957 0.0 0.3 -0.3
H 2.682 -2.774 2.200 0.0 0.1 0.3
H 1.521 -1.511 2.758 0.2 -0.2 -0.1
H 2.989 -1.053 1.808 -0.3 -0.4 0.2
C 2.778 -2.026 -0.736 -0.1 0.0 0.1
H 3.256 -1.022 -0.683 -0.3 -0.5 0.0
H 2.477 -2.238 -1.773 0.2 0.0 0.4
H 3.509 -2.778 -0.386 -0.3 0.3 -0.3
C -3.007 1.549 1.700 -1.1 -0.3 1.1
H -4.040 1.165 1.756 0.3 0.2 0.3
H -3.076 2.649 1.572 0.2 -0.5 -0.3
H -2.510 1.357 2.669 -0.1 -0.2 -0.6
C -2.663 1.967 -1.094 -0.1 2.4 1.1
H -2.049 1.855 -2.009 -0.3 -0.3 0.7
H -2.575 3.003 -0.728 -0.5 0.3 -0.4
H -3.728 1.797 -1.337 0.5 -0.2 0.0
Zn -1.069 -0.428 -1.327 -1.0 -2.1 -0.9
C 2.270 2.230 -0.336 1.4 0.1 1.0
C 2.442 1.880 0.960 1.3 0.5 -0.8
C 2.254 2.814 2.122 0.6 0.0 0.3
C 1.180 3.913 1.991 0.0 -0.1 0.3
C 0.001 3.596 1.094 -0.5 1.1 -0.5
C -0.110 3.926 -0.212 0.4 0.8 1.5
C 1.053 4.384 -1.054 0.0 0.3 -0.3
C 2.397 3.660 -0.787 -0.6 0.5 -0.3
C -2.245 -1.487 0.313 -0.5 -2.1 1.0
H 2.297 1.514 -1.160 0.3 -0.1 0.4
H 3.034 0.985 1.238 -1.2 0.0 -0.3
H 3.238 3.272 2.335 -0.3 0.0 0.1
H 2.021 2.226 3.026 0.1 -0.1 -0.4
H 0.748 4.042 3.003 0.3 0.1 -0.5
H 1.650 4.883 1.741 -0.3 -0.5 -0.2
H -0.866 3.197 1.648 0.3 0.5 -0.5
H -1.099 4.089 -0.631 0.2 -0.7 -0.2
H 1.187 5.477 -0.954 0.0 -0.3 0.0
H 0.801 4.219 -2.108 -0.1 0.1 0.1
H 2.934 3.618 -1.750 -0.1 0.1 0.4
H 3.033 4.251 -0.105 -0.3 -0.4 -0.1
H -1.804 -2.412 -0.161 -0.3 0.5 0.6
H -3.355 -1.577 0.230 0.8 0.0 0.1
H -1.925 -1.477 1.365 -0.2 -0.4 0.1
Se -0.429 -2.281 -2.769 0.0 0.3 -0.2
C -1.156 -3.950 -2.127 -0.3 -0.4 0.3
C -0.604 -4.635 -1.025 -0.4 0.1 -0.4
C -1.097 -5.891 -0.662 -0.4 0.0 -0.4
C -2.129 -6.484 -1.394 -0.2 0.3 -0.3
C -2.716 -5.789 -2.471 0.5 0.3 0.4
C -2.230 -4.531 -2.838 0.3 0.0 0.6
H 0.189 -4.165 -0.444 -0.3 -0.3 -0.3
H -0.708 -6.400 0.217 0.1 0.1 -0.2
H -2.493 -7.477 -1.127 0.1 0.3 0.0
H -3.565 -6.189 -3.017 0.2 -0.2 0.1
H -2.695 -3.979 -3.656 0.2 -0.1 0.2